(1)
Below is a structure of composition C19H19BrN4O2Zr at a distorted geometry, with properties calculated with ωB97M-V/def2-TZVPD.

Structure (XYZ):
```
46
Properties=species:S:1:pos:R:3:forces:R:3:lowdin_charge:R:1
C -3.34610 -1.19247 -1.36537 -0.009 -0.299 0.209 -0.0844
C 0.54880 2.21531 -2.32886 0.674 0.212 0.326 -0.0903
H 0.21504 -0.04634 3.13476 0.241 -0.247 0.056 0.0716
C 1.95299 -1.12189 3.85102 -0.745 0.627 0.434 -0.6063
Br 1.73193 -0.48408 5.63285 0.077 -0.286 -0.818 0.8868
C 1.02887 -0.71887 2.87571 0.663 -0.273 0.186 -0.1904
H 0.33430 0.82211 -3.97549 -0.286 0.302 0.393 0.1391
H 0.45574 3.65936 -0.72136 -0.273 -0.348 -0.360 0.1397
H 3.90586 -3.02603 1.84286 -0.143 0.071 0.152 0.1434
N 1.13477 -1.12424 1.58882 -0.762 0.645 -0.649 -0.0680
C -0.36607 -2.63428 -0.35685 0.372 -4.688 -0.402 -0.0208
H 0.67964 3.28015 3.44104 -0.187 -0.038 -0.090 0.1442
H 2.19604 -2.28847 0.21405 0.038 0.120 0.618 0.0898
H -2.12825 0.63904 -3.73168 0.304 0.340 0.337 0.1399
H 3.68026 -2.26967 -2.32879 -0.094 0.230 -0.069 0.1399
C -0.11204 2.95779 -1.35030 0.694 0.191 0.290 -0.0900
C -1.49562 2.85519 -1.21430 -0.663 0.111 0.394 -0.0910
H 3.73263 -2.25577 4.26101 0.013 -0.045 -0.085 0.1444
H -4.66502 -1.81773 -2.83298 -0.035 -0.001 0.109 0.1420
C 2.14252 -1.95604 1.25894 0.498 -0.215 -0.001 -0.1383
C 3.47777 -1.21842 -2.59064 0.318 0.042 -0.400 0.0505
H 4.29543 -0.58079 -2.21950 -0.143 -0.092 -0.088 0.1446
H 3.40581 -1.11980 -3.68320 0.109 -0.046 0.108 0.1405
C 3.10180 -2.37726 2.18238 -0.365 0.126 -0.263 0.0262
O -0.28551 -3.77884 -0.44304 -0.378 4.650 0.373 0.2396
N -2.33650 -0.74115 -1.03124 -0.456 -0.392 -0.010 0.0062
C -1.73972 -1.07195 1.70998 -1.992 -1.341 3.424 -0.0217
N -0.47633 1.46352 1.19660 -0.039 0.049 0.321 0.0301
H -5.41691 -1.21518 -1.32213 0.079 -0.060 -0.060 0.1439
O -2.29020 -1.45253 2.63999 1.949 1.338 -3.422 0.2435
H -4.63307 -2.82959 -1.35233 0.066 0.177 -0.036 0.1422
C -4.58324 -1.79992 -1.73695 -0.402 -0.047 -0.258 0.0533
C 2.24653 -0.79952 -1.99979 0.090 -0.308 0.453 -0.0988
C -0.17492 1.37150 -3.16995 -0.055 -0.570 -0.521 -0.0922
H -0.93514 2.71807 4.00728 0.089 0.070 -0.197 0.1422
C -0.45374 2.25022 2.03970 0.211 -0.239 0.447 -0.0981
H -0.81019 4.10894 2.87824 0.064 -0.071 0.124 0.1391
H 1.63376 2.33503 -2.46561 -0.566 -0.016 0.074 0.1397
C -0.37518 3.13852 3.15651 -0.085 0.470 0.169 0.0519
Zr -0.44579 -0.14125 -0.22359 0.607 0.776 -0.091 1.6980
N 1.27675 -0.52022 -1.43840 0.416 -0.310 -0.144 0.0291
C 3.01086 -1.95611 3.50952 -0.099 -0.020 -0.424 -0.0123
C -1.55787 1.26817 -3.03253 0.001 -0.515 -0.528 -0.0893
H -3.31464 1.96983 -1.97391 0.565 0.053 -0.045 0.1402
C -2.21824 2.00952 -2.05396 -0.613 0.178 0.369 -0.0895
H -2.02781 3.47617 -0.47852 0.256 -0.310 -0.407 0.1394
```
Forces are in eV/Å.

Output
HOMO-LUMO gap in eV: 5.23
Total charge: +4
HOMO in eV: -20.23
E in hartree: -3724.4535

(2)
Below is the molecule C27H25N3O5S, with properties calculated with ωB97M-V/def2-TZVPD.

Structure (XYZ):
```
61
Properties=species:S:1:pos:R:3:forces:R:3:lowdin_charge:R:1
H -8.04790 0.71899 -1.19827 0.046 -0.077 -0.045 0.0971
C 6.00504 5.25304 0.98493 0.005 0.215 0.140 -0.0902
H 7.06803 5.45733 1.10358 -0.092 0.026 0.018 0.0927
H 3.49651 -2.17278 0.76897 0.057 0.032 0.071 0.0409
C -0.36432 -1.66682 -0.90568 0.119 -0.157 0.070 -0.1210
C -1.43578 -2.65512 -0.95184 -0.041 -0.010 -0.132 -0.4003
N 1.23380 -3.33356 -0.23494 -0.658 -0.240 -0.187 0.0802
N -1.43723 0.33992 -1.88442 -0.064 0.087 0.045 0.1962
C -3.14496 0.55289 1.55601 -0.305 0.071 -0.170 0.0231
C 3.48769 4.14223 0.30279 0.247 0.190 0.120 -0.0092
C -7.09812 0.18945 -1.14013 -0.127 -0.100 -0.165 -0.0780
O -6.38163 0.82247 -0.10968 0.380 0.039 0.318 -0.1098
H 5.46544 -5.87081 1.55484 0.073 -0.040 0.032 0.0987
S 2.01068 -0.71448 -0.42245 -0.283 -0.264 -0.011 1.1449
H 3.45739 5.04708 0.88925 0.038 0.070 0.051 0.1033
C 2.39739 -5.33673 0.25091 -0.016 0.108 -0.023 -0.0200
C -5.12221 0.37764 0.19480 -0.068 0.181 0.151 -0.1843
C 3.50099 1.81575 -1.21499 -0.071 0.143 0.051 -0.0678
C 4.68933 2.41162 -0.85586 0.206 0.166 0.119 0.0070
O -4.81449 2.09938 1.95729 0.148 -0.290 0.053 -0.0665
H -5.94852 3.70573 2.28117 -0.016 -0.038 -0.067 0.0939
H 5.53107 6.09433 0.46905 0.008 -0.040 0.028 0.0960
C 0.91933 -2.05387 -0.49748 0.067 0.386 -0.014 -0.4269
H -3.39757 -2.98641 -1.02297 0.208 0.025 0.058 0.1581
C -2.56962 -0.52841 0.92216 -0.181 -0.186 -0.060 -0.0198
C -4.40534 1.03563 1.21475 0.128 -0.069 -0.049 -0.1979
C 3.49874 -6.02402 0.71587 -0.016 0.026 0.003 -0.0871
H 5.54897 5.12831 1.97247 0.008 0.010 -0.049 0.0955
O 0.05078 2.52371 -1.56773 0.106 0.160 0.032 0.0312
N -2.73527 -2.24759 -0.81628 -0.285 -0.352 -0.327 0.1359
H 0.46845 -3.96656 -0.50236 0.212 0.255 0.030 0.1167
C 4.58668 -3.94988 1.20236 0.075 -0.138 0.022 -0.0837
H -2.36122 -0.05121 -1.86935 0.032 0.022 -0.027 0.0880
C 0.97289 1.78764 -1.19244 -0.134 -0.137 -0.026 -0.3862
H -2.62566 1.05625 2.35506 0.059 0.086 0.102 0.1261
H 3.49764 -7.10385 0.70735 -0.017 -0.081 -0.009 0.1035
H 3.51838 0.93564 -1.83964 0.028 -0.065 -0.066 0.0947
C -0.41701 -0.28985 -1.27400 0.327 0.223 -0.397 -0.2881
C 2.29966 3.54583 -0.07500 -0.079 -0.241 -0.109 -0.0059
C 3.48754 -3.24935 0.73904 -0.206 0.098 -0.112 -0.0463
H -7.28791 -0.86451 -0.91281 0.023 0.035 -0.021 0.0975
H -6.58181 0.27086 -2.10209 -0.007 -0.020 0.038 0.0985
C 4.60267 -5.33342 1.19219 0.122 0.011 0.056 -0.0999
H 5.43864 -3.40258 1.57719 0.068 0.050 0.031 0.1049
H -6.87300 2.28903 1.72324 0.089 0.087 -0.012 0.0913
H 5.63544 1.99765 -1.16685 0.115 -0.042 -0.052 0.1195
C 2.28654 2.36965 -0.81503 0.067 0.365 0.011 -0.1812
C 0.79286 0.37863 -1.05668 -0.092 -0.361 0.158 -0.3643
H -5.88241 3.21841 0.56984 -0.009 -0.013 0.058 0.0977
C 4.69823 3.57470 -0.08274 -0.026 -0.155 -0.109 -0.2710
C -4.52761 -0.69532 -0.45420 0.162 -0.089 -0.083 0.0327
C -5.94880 2.85646 1.59804 -0.354 0.335 -0.007 -0.0739
H -1.31039 1.34880 -1.95189 -0.102 -0.091 -0.025 0.0894
O -1.21789 -3.85533 -1.12889 -0.014 -0.109 0.021 0.0424
O 5.92699 4.07096 0.22621 -0.129 -0.311 -0.198 -0.0817
C -3.25433 -1.14876 -0.11334 -0.230 0.390 0.557 -0.2765
H -1.60077 -0.88365 1.23174 0.096 -0.016 0.037 0.1220
H 1.35762 3.98921 0.21167 -0.076 0.043 -0.001 0.1219
H 1.53542 -5.87205 -0.12077 -0.089 -0.063 -0.042 0.1161
H -5.05496 -1.20975 -1.24236 -0.077 0.002 -0.110 0.1112
C 2.37993 -3.93854 0.25040 0.544 -0.142 0.226 -0.2311
```
Forces are in eV/Å.

Output
HOMO-LUMO gap in eV: 7.94
HOMO in eV: -7.44
SMILES: COc1ccc(C(=O)c2sc(Nc3ccccc3)c(C(=O)Nc3ccc(OC)c(OC)c3)c2N)cc1
Energy relative to the best compared isomer or geometry (same formula, charge and spin) in kJ/mol: 77.5
E in hartree: -1982.5428